1.
{"formula": "C17H18Cl2N2", "method": "the ωB97M-V functional and the def2-TZVPD basis", "smiles": "Clc1ccc(N2CCN(Cc3ccccc3Cl)CC2)cc1", "multiplicity": 1, "e_lumo_ev": 0.8, "homo_ev": -7.7, "relative_energy_kj_mol": 0.0, "symbols": ["Cl", "Cl", "N", "N", "C", "C", "C", "C", "C", "C", "C", "C", "C", "C", "C", "C", "C", "C", "C", "C", "C", "H", "H", "H", "H", "H", "H", "H", "H", "H", "H", "H", "H", "H", "H", "H", "H", "H", "H"], "coordinates": [[-7.53345, -0.40440, -0.62745], [3.07548, 1.64102, -1.66508], [1.07282, 0.70569, 0.43787], [-1.70432, 0.32895, 0.03715], [-1.10324, 1.64421, -0.02945], [-0.76241, -0.68692, -0.37299], [-3.58496, -0.86707, -0.95589], [2.34218, 0.78178, 1.13999], [3.77499, 0.28095, -0.86773], [3.97867, -1.13596, 1.03739], [0.47533, -0.61067, 0.52155], [-4.94812, -1.04592, -1.09159], [0.11964, 1.70101, 0.88106], [-5.33552, 0.84811, 0.32911], [-3.06195, 0.16777, -0.17197], [4.72442, -0.47106, -1.53984], [4.93043, -1.89345, 0.37742], [3.38536, -0.03670, 0.43126], [-5.82367, -0.18679, -0.45231], [5.30226, -1.56127, -0.91361], [-3.97461, 1.01690, 0.46891], [-0.77238, 1.85115, -1.05962], [3.68763, -1.39757, 2.04459], [0.18137, -0.85084, 1.56068], [2.25521, 0.44609, 2.18887], [5.37893, -2.74248, 0.87042], [6.04256, -2.14794, -1.43571], [-0.45301, -0.55117, -1.42079], [1.20668, -1.35049, 0.18795], [0.58012, 2.68897, 0.80774], [5.00685, -0.19887, -2.54477], [-0.19213, 1.53209, 1.92809], [-1.82185, 2.40750, 0.26197], [-5.32929, -1.84748, -1.70514], [-1.21206, -1.67288, -0.25310], [-2.92725, -1.53610, -1.48704], [-6.01968, 1.51221, 0.83402], [-3.61604, 1.81091, 1.10522], [2.65502, 1.83072, 1.14278]], "forces_ev_per_angstrom": [[-0.2, 0.0, 0.0], [0.1, 0.3, -0.3], [-0.1, -0.1, 0.3], [0.4, 0.0, 0.2], [0.1, 0.2, 0.2], [0.2, -0.2, 0.2], [0.2, 0.1, 0.0], [-0.1, 0.0, -0.1], [0.1, -0.2, 0.1], [0.0, 0.1, 0.0], [-0.1, -0.1, -0.2], [-0.2, 0.1, 0.1], [-0.1, 0.1, -0.2], [0.0, -0.1, -0.1], [-0.5, -0.1, -0.1], [0.0, 0.1, 0.0], [0.1, -0.1, 0.0], [0.0, 0.1, 0.0], [0.2, -0.1, 0.0], [0.0, 0.0, 0.0], [0.1, 0.0, -0.1], [0.0, 0.1, 0.0], [-0.1, 0.0, 0.1], [0.0, 0.0, 0.0], [0.0, 0.1, -0.1], [0.0, -0.1, 0.0], [0.1, 0.0, -0.1], [0.0, -0.1, 0.0], [-0.1, 0.0, 0.0], [0.0, 0.0, 0.0], [0.0, 0.0, -0.1], [0.0, 0.0, 0.0], [0.0, 0.0, 0.0], [-0.1, -0.1, 0.0], [0.0, 0.0, 0.0], [0.1, 0.0, 0.0], [-0.1, 0.0, 0.0], [0.0, 0.0, 0.1], [0.0, 0.0, 0.1]]}

***

2.
{"formula": "C19H45N7O7", "method": "the ωB97M-V functional and the def2-TZVPD basis", "smiles": "CN(C)C=O.CN(C)C=O.CN(C)C=O.CN(C)C=O.CN(C)C=O.CC(N)=O.CC(N)=O", "multiplicity": 1, "e_lumo_ev": 0.0, "homo_ev": -8.6, "symbols": ["O", "O", "O", "O", "O", "O", "O", "N", "N", "N", "N", "N", "N", "N", "C", "C", "C", "C", "C", "C", "C", "C", "C", "C", "C", "C", "C", "C", "C", "C", "C", "C", "C", "H", "H", "H", "H", "H", "H", "H", "H", "H", "H", "H", "H", "H", "H", "H", "H", "H", "H", "H", "H", "H", "H", "H", "H", "H", "H", "H", "H", "H", "H", "H", "H", "H", "H", "H", "H", "H", "H", "H", "H", "H", "H", "H", "H", "H"], "coordinates": [[-3.49607, 0.48861, 6.01405], [-1.06399, -4.35802, 1.72245], [3.31457, 0.41062, -2.10477], [-3.49087, -0.45558, -3.68869], [2.68506, -4.56044, -1.25727], [-2.67261, 0.11897, -0.71111], [-0.07128, 2.61570, 2.18966], [2.77610, -2.58410, -2.23035], [-1.69465, 1.92927, -0.15893], [-2.04339, -3.78859, -0.30989], [-1.22188, -0.65623, -4.23751], [-0.01977, 4.90804, 2.42983], [-3.01798, 0.09793, 3.87905], [5.12254, 0.78459, -0.78307], [4.54212, 0.46627, -1.91154], [2.59893, -3.31281, -1.21670], [4.24939, 1.21713, 0.35498], [-1.39918, -1.93774, -5.00980], [-1.43607, 5.12911, 2.08296], [-1.97906, -3.64920, -1.74195], [-3.48893, -0.29906, 5.06228], [-0.40701, -0.04667, -0.11132], [-2.92862, -0.87401, 2.83728], [-2.31301, -0.03034, -3.66879], [-1.69211, 0.70044, -0.37504], [0.79460, 6.07627, 2.87538], [2.23900, -2.61207, 0.08169], [-1.07868, -4.38723, 0.46015], [0.52588, 3.64050, 2.32475], [0.21751, -0.35862, -3.98577], [-2.39315, 1.43146, 3.55767], [-3.15043, -3.03503, 0.27693], [6.58035, 0.74441, -0.56527], [1.85546, 5.82858, 2.83882], [0.86264, -1.22141, -3.81991], [1.17557, -2.82639, 0.18793], [-1.75213, 6.16626, 2.19495], [-4.09835, -3.42113, -0.09788], [2.73646, -2.91274, 1.00378], [4.29864, 2.30356, 0.42809], [-0.34220, 0.08947, 0.96820], [-0.51807, -1.10742, -0.33620], [2.63346, -1.58445, -2.20875], [-0.81060, -1.92654, -5.92716], [7.10587, 0.62678, -1.51295], [-1.92319, -1.19018, 2.55933], [-1.99503, 0.75835, -2.96946], [-2.43859, 2.48412, -0.55741], [-1.04136, -4.04237, -2.13470], [-1.34439, 1.21824, 3.35095], [0.70287, 0.19998, -4.78608], [-2.31873, 2.11673, 4.40204], [-1.71336, 4.88672, 1.05707], [6.89803, 1.72692, -0.21621], [0.55294, 6.36577, 3.89806], [4.66082, 0.71860, 1.23265], [-0.38066, -4.92792, -0.19758], [5.29916, 0.25345, -2.68212], [-3.42861, -0.45676, 1.96321], [-2.79555, 1.82709, 2.62512], [-1.12946, -2.90131, -4.57751], [-3.31937, -2.03024, -0.11032], [2.23741, -1.52731, -0.02507], [1.62382, 3.63286, 2.40633], [3.21526, 0.88319, 0.27042], [-2.43947, -2.04443, -5.31724], [-2.09514, 4.47757, 2.65673], [-2.75419, -4.37458, -1.98910], [-3.38233, -1.83728, 3.07042], [-2.24803, -2.64919, -2.08215], [0.24464, 0.22462, -3.06534], [-0.92304, 2.38388, 0.30803], [-3.64711, -1.38691, 5.12366], [3.12366, -3.00713, -3.07907], [6.93887, 0.04336, 0.18846], [0.69506, 6.87386, 2.13914], [0.42271, 0.44287, -0.62123], [-3.03134, -2.97092, 1.35851]], "forces_ev_per_angstrom": [[-0.7, -1.2, -0.2], [0.2, -0.2, -3.2], [1.2, 0.1, 0.0], [2.9, 1.2, -0.7], [0.0, 1.5, 0.1], [-3.0, -1.9, -1.4], [-1.1, -1.1, -0.8], [0.7, 3.2, -4.3], [0.6, 7.1, 0.8], [0.9, 1.5, 1.7], [0.6, -2.3, -1.0], [0.3, -0.1, -0.3], [0.4, 0.4, -0.8], [-0.1, 0.3, 2.3], [-1.2, -0.5, -1.4], [-0.1, -4.8, 4.6], [1.1, -0.7, -0.2], [-0.7, 0.9, -0.6], [-0.3, -0.5, 0.2], [-0.6, -1.7, 0.2], [1.5, 2.2, 1.7], [-0.3, 0.4, 0.5], [-0.1, -0.3, -1.2], [-1.2, -2.2, 1.0], [1.8, -5.3, -0.3], [-0.1, -1.0, -0.9], [-1.1, 0.5, -0.4], [-1.4, 0.8, 1.9], [0.7, 2.7, 0.8], [-1.1, 0.9, 0.6], [0.5, -1.8, 0.5], [-0.3, 0.1, -0.1], [-0.4, 1.1, -0.3], [0.0, -0.3, 0.1], [-0.7, -0.4, 0.0], [-0.1, -0.2, 0.4], [0.4, -0.1, 0.4], [-0.2, -1.0, 0.7], [0.2, -0.3, -0.5], [0.0, 0.0, 0.2], [0.8, -0.3, 0.2], [0.0, 0.2, -0.1], [0.3, 0.1, 0.0], [0.1, 0.5, -0.1], [-0.2, -0.4, 0.0], [0.4, 0.5, 0.0], [-0.2, 0.4, -0.5], [-0.1, -0.1, 0.4], [0.1, 0.3, 0.0], [0.0, -0.2, -0.2], [-0.3, 0.2, -0.1], [-0.9, -0.1, -0.1], [0.7, -0.1, -0.3], [-0.1, 0.2, 0.1], [-0.2, 0.2, -0.2], [0.0, 0.4, 0.2], [0.4, 0.0, 0.4], [-0.3, -0.2, -0.3], [0.1, -0.3, -0.4], [-0.3, 0.2, 0.3], [0.2, 0.4, 1.1], [1.3, 0.4, -0.1], [0.4, 0.1, 0.0], [0.1, 0.3, 0.2], [0.2, 0.0, -0.5], [0.0, 0.3, 0.2], [0.1, 0.1, 0.4], [-0.2, 0.3, -1.4], [-0.4, 0.3, 0.4], [0.2, 0.0, 0.1], [0.3, 0.2, -0.1], [-0.1, 0.1, -0.1], [-0.5, 0.2, 0.1], [-0.3, 0.0, 0.1], [-0.5, -0.4, -0.2], [-0.3, 0.2, 0.3], [0.2, -0.2, 0.1], [-0.3, -0.5, -0.3]]}

***

3.
{"formula": "C2H7NO2", "method": "the ωB97M-V functional and the def2-TZVPD basis", "smiles": "CC(N)=O.O", "multiplicity": 1, "e_lumo_ev": 0.7, "homo_ev": -10.1, "relative_energy_kj_mol": 53.2, "symbols": ["O", "O", "N", "C", "C", "H", "H", "H", "H", "H", "H", "H"], "coordinates": [[0.93905, 0.87005, -0.32678], [-1.36758, 1.73408, -1.80689], [1.29344, -1.25919, -0.33994], [0.66200, -0.21892, 0.12603], [-0.34523, -0.45206, 1.31819], [-1.22728, -1.06170, 1.05944], [1.88113, -1.17169, -1.17270], [0.20796, -0.95904, 2.12662], [1.05672, -2.18549, 0.02402], [-0.94186, 1.46608, -0.96121], [-0.69110, 0.52743, 1.68911], [-1.46725, 2.71045, -1.73589]], "forces_ev_per_angstrom": [[-0.6, 1.3, 0.2], [-0.1, 0.8, 0.8], [0.8, -3.6, -0.6], [-1.3, 1.4, 1.5], [0.7, 0.3, -0.5], [0.5, 0.2, -0.1], [-0.4, 0.0, 0.7], [-0.3, 0.2, -0.2], [0.4, 0.6, -0.5], [0.0, 0.4, -0.9], [0.2, -0.5, -0.3], [0.2, -1.1, 0.0]]}

***

4.
{"formula": "C4H12", "method": "the ωB97M-V functional and the def2-TZVPD basis", "smiles": "CC.CC", "multiplicity": 1, "e_lumo_ev": 1.1, "homo_ev": -11.4, "relative_energy_kj_mol": 48.5, "symbols": ["C", "C", "C", "C", "H", "H", "H", "H", "H", "H", "H", "H", "H", "H", "H", "H"], "coordinates": [[0.74907, 2.50997, 1.16991], [-1.15234, -1.99268, -1.59700], [0.26271, -1.73092, -1.04895], [0.15048, 1.17277, 1.59737], [0.30719, -1.43294, -0.00871], [0.91381, 2.53677, 0.09351], [-1.94112, -1.61267, -0.94240], [0.94317, -2.52969, -1.34400], [0.75057, 0.32147, 1.29197], [1.75531, 2.70852, 1.56317], [0.72658, -0.87860, -1.55589], [-0.30133, 0.98931, 2.56595], [-1.28194, -1.52905, -2.56746], [-0.70316, 1.16353, 0.89295], [-1.32877, -3.06774, -1.57243], [0.14977, 3.37197, 1.46200]], "forces_ev_per_angstrom": [[1.3, 0.4, 0.9], [0.1, -0.1, 1.1], [0.2, 0.8, -1.1], [-1.3, 0.2, -2.0], [0.0, -0.7, 0.3], [-0.4, -0.1, -0.1], [0.2, 0.3, 0.0], [-0.1, -0.3, 0.6], [0.3, 0.0, 0.2], [-0.2, -0.1, 0.3], [-0.3, 0.2, -0.1], [0.5, 0.5, 0.4], [-0.1, -0.4, -0.3], [-0.1, -0.7, 0.4], [-0.1, 0.0, -0.6], [-0.2, -0.1, -0.1]]}

***

Question: multiplicity of number 2 (C19H45N7O7)?
Answer: 1

***

Question: Which formula does entry 2 have?
Answer: C19H45N7O7